(1)
Below is a structure of composition C2H3NOS2 at a distorted geometry, with properties calculated with the ωB97M-V functional and the def2-TZVPD basis.

Atoms and positions in Å:
S  0.475  -0.530  -1.912
S  -1.205  -0.467  0.682
O  1.370  0.845  2.128
N  -0.319  0.974  0.455
C  -0.494  -1.154  -0.743
C  0.912  1.291  0.915
H  -0.322  1.644  -0.446
H  1.682  2.018  -0.047
H  -0.914  -2.108  -1.057

Output
Orbital gap: 8.57 eV
Total energy: -1004.2509 a.u.
Lowest unoccupied orbital energy: -0.829 eV
Energy above the lowest of the compared OMol25 structures with the same formula, charge and spin: 85.73 kcal/mol
HOMO energy: -0.3454 Eh

These are the Mulliken partial charges, in e, on atoms 1 to 4:
1 S -0.22
2 S 0.14
3 O -0.54
4 N -0.31


(2)
Below is a structure of composition C5H6LiLuO4 at a distorted geometry, with properties calculated with the ωB97M-V functional and the def2-TZVPD basis.

Atoms and positions in Å:
Lu  1.521  -0.321  4.169
O  1.448  0.839  -0.325
O  -3.108  -1.400  0.560
O  1.658  0.659  1.954
O  3.459  0.545  0.608
C  0.190  0.872  -0.215
C  -2.817  -1.012  -0.551
C  -1.397  -0.988  -1.031
C  -0.734  0.479  -1.255
C  2.299  0.697  0.912
Li  5.129  0.172  1.319
H  -1.515  1.265  -1.212
H  -1.360  -1.499  -2.007
H  -0.216  1.085  0.786
H  -3.498  -0.307  -1.077
H  -0.271  0.551  -2.245
H  -0.789  -1.635  -0.388

Output
Orbital gap (spin up / spin down): 4.96 / 4.01 eV
Total energy: -1736.9402 a.u.
<S²>: 0.75
Lowest unoccupied orbital energy (spin up / spin down): -13.298 / -14.246 eV
2S+1: 2
Energy above the lowest of the compared OMol25 structures with the same formula, charge and spin: 16.49 kcal/mol
HOMO energy (spin up / spin down): -0.6709 / -0.6709 Eh
Net charge: +3

These are the Mulliken partial charges, in e, on atoms 1 to 4:
1 Lu 1.57
2 O -0.21
3 O -0.41
4 O -0.37


(3)
Below is the molecule C20H24ClN3O3S, with properties calculated with the ωB97M-V functional and the def2-TZVPD basis.

Atoms and positions in Å:
Cl  3.285  1.254  -7.002
S  -3.716  1.546  3.126
O  0.881  1.911  4.418
O  2.019  -0.351  -0.643
O  -4.017  -1.516  2.753
N  -2.355  -1.635  1.201
N  4.053  2.422  -4.360
N  0.092  -1.116  -1.555
C  2.164  2.455  4.629
C  1.772  -0.134  -2.998
C  -0.485  -3.160  -0.336
C  1.322  -0.545  -1.624
C  2.701  0.727  -5.452
C  -1.877  -1.075  -0.077
C  0.087  2.743  3.599
C  3.176  1.353  -4.297
C  -1.314  0.750  2.784
C  -2.604  0.348  2.605
C  -1.214  2.060  3.327
C  -2.544  -3.080  1.105
C  -1.187  -3.734  0.889
C  -1.955  0.431  -0.276
C  1.318  -0.747  -4.164
C  -0.466  -1.631  -0.320
C  2.695  0.894  -3.072
C  -3.085  -0.985  2.175
C  1.791  -0.313  -5.390
C  -2.445  2.601  3.555
H  -3.012  -3.426  2.021
H  -0.087  3.712  4.084
H  2.107  3.427  5.131
H  -1.835  0.637  -1.340
H  1.467  -0.784  -6.307
H  2.703  2.580  3.683
H  4.580  2.517  -5.212
H  4.588  2.598  -3.526
H  -2.539  -1.518  -0.841
H  -3.227  -3.315  0.277
H  -0.460  0.127  2.555
H  3.047  1.339  -2.150
H  -2.921  0.829  0.031
H  -1.015  -3.481  -1.242
H  -1.174  0.970  0.256
H  2.712  1.760  5.261
H  -1.308  -4.814  0.784
H  -2.662  3.575  3.966
H  -0.448  -1.197  -2.400
H  0.179  -1.268  0.481
H  0.635  -1.587  -4.132
H  -0.577  -3.561  1.779
H  0.617  2.939  2.655
H  0.538  -3.531  -0.416

Output
Orbital gap: 9.13 eV
Total energy: -2024.9259 a.u.
SMILES string: COCc1csc(C(=O)N2CCC[C@@H](NC(=O)c3ccc(Cl)c(N)c3)[C@@H]2C)c1
Lowest unoccupied orbital energy: 0.563 eV
Energy above the lowest of the compared OMol25 structures with the same formula, charge and spin: 2.49 kcal/mol
HOMO energy: -0.3148 Eh

These are the Mulliken partial charges, in e, on atoms 1 to 4:
1 Cl -0.24
2 S -0.22
3 O -0.31
4 O -0.67


(4)
Below is the molecule C3H7NO at a distorted geometry, with properties calculated with the ωB97M-V functional and the def2-TZVPD basis.

Atoms and positions in Å:
O  -1.652  1.246  1.232
N  -1.016  1.193  0.014
C  0.543  0.209  -1.524
C  0.256  -0.799  0.830
C  -0.163  0.266  -0.170
H  0.954  -1.525  0.425
H  -0.610  -1.350  1.230
H  1.609  0.457  -1.352
H  -1.327  0.494  1.764
H  0.080  0.926  -2.244
H  0.536  -0.835  -1.877
H  0.790  -0.282  1.671

Output
Orbital gap: 10.38 eV
Total energy: -248.4362 a.u.
SMILES string: CC(C)=NO
Lowest unoccupied orbital energy: 0.824 eV
Energy above the lowest of the compared OMol25 structures with the same formula, charge and spin: 56.65 kcal/mol
HOMO energy: -0.3512 Eh

These are the Mulliken partial charges, in e, on atoms 1 to 4:
1 O -0.33
2 N -0.48
3 C -1.00
4 C -1.59